A structure of composition C63H156B2LiN7O7 in a non-equilibrium geometry, computed with wB97M-V/def2-TZVPD.

Last column: Mulliken charge in e.
Atoms and positions in Å:
Li 5.55383 10.62783 -5.89962  0.839
B 1.77015 8.99078 -7.95507  0.973
H 1.60619 9.99390 -8.31716  -0.426
H 0.97543 8.74685 -7.26721  -0.220
H 1.90595 8.27985 -8.75530  -0.605
H 2.58843 9.05654 -7.25484  -0.523
B 3.25295 11.05247 -5.38909  2.137
H 2.79888 12.03058 -5.35225  -0.431
H 4.16123 11.03278 -4.80697  -1.306
H 2.47161 10.41212 -5.00999  -0.344
H 3.49618 10.77701 -6.40360  -0.712
C 5.13731 11.32913 -10.25949  -1.107
C 6.19582 10.58599 -9.35605  2.283
C 7.27207 9.82031 -10.22556  -0.767
C 8.26436 10.76260 -10.92906  -0.489
C 9.00705 11.54065 -9.79326  -1.443
C 8.08424 12.36435 -8.77350  1.795
N 6.97740 11.41755 -8.37247  1.512
O 6.12951 12.06813 -7.37882  -1.261
C 7.73092 13.66274 -9.53937  -0.498
C 8.88176 12.74397 -7.55625  -0.762
C 5.44904 9.33526 -8.71522  -1.631
H 4.24490 10.74529 -10.48499  0.346
H 5.71043 11.53900 -11.16259  -0.296
H 4.75208 12.25030 -9.82228  0.409
H 6.95025 9.08229 -10.96031  -0.468
H 7.89742 9.16715 -9.61693  -0.007
H 7.80470 11.46377 -11.62562  0.083
H 8.93439 10.07004 -11.43850  0.368
H 9.68619 12.22725 -10.29868  0.036
H 9.62945 10.89574 -9.17293  0.361
H 8.53359 14.11246 -10.12381  0.064
H 7.49653 14.48182 -8.85945  -0.024
H 6.81418 13.58407 -10.12374  -0.432
H 9.26270 11.98444 -6.87354  -0.440
H 8.37526 13.34607 -6.80190  0.518
H 9.70620 13.39077 -7.85631  -0.035
H 4.77697 8.90172 -9.45580  0.219
H 4.71193 9.52831 -7.93580  -0.180
H 6.08303 8.47602 -8.49649  0.121
C 9.83125 15.46025 -3.01882  -1.137
C 10.67181 16.20379 -4.00389  -0.039
N 9.84122 16.87402 -4.98598  0.130
C 9.76620 16.08104 -6.20454  0.378
C 8.83565 16.63497 -7.26079  -0.522
C 10.48782 18.25129 -5.28118  0.023
C 10.35956 19.26795 -4.11659  -1.437
H 10.39193 14.74809 -2.41338  0.428
H 9.18854 14.75124 -3.54068  -0.023
H 9.13713 16.03182 -2.40268  0.322
H 11.32784 16.86876 -3.44217  0.556
H 11.33903 15.53401 -4.54639  -0.086
H 10.74144 15.96473 -6.67729  0.189
H 9.36856 15.07992 -6.03802  -0.286
H 8.87607 15.93615 -8.09632  -0.885
H 7.83860 16.79704 -6.85124  0.701
H 9.04918 17.59853 -7.72345  0.214
H 10.17977 18.66993 -6.23927  0.156
H 11.56253 18.11703 -5.40396  0.211
H 9.37552 19.72276 -4.00297  0.344
H 10.97148 20.16817 -4.17348  0.382
H 10.51175 18.87692 -3.11059  0.339
C 2.33004 6.93160 -16.14635  -1.319
C 2.88588 6.05621 -14.98387  -0.424
N 2.90728 6.74097 -13.70981  0.306
C 3.29937 5.85060 -12.58321  -0.335
C 2.66042 6.36552 -11.21625  -1.429
C 3.51085 8.06617 -13.76790  -1.798
C 4.97333 8.22679 -14.12810  0.186
H 2.22443 6.36929 -17.07412  0.415
H 2.98291 7.76827 -16.39506  0.260
H 1.33370 7.31147 -15.92028  0.341
H 2.39032 5.08568 -15.00821  0.446
H 3.89324 5.83263 -15.33506  0.314
H 2.88104 4.88432 -12.86499  0.454
H 4.31186 5.56576 -12.29718  0.144
H 3.08645 7.16848 -10.61468  0.204
H 1.63261 6.67290 -11.40913  0.404
H 2.54160 5.49499 -10.57115  0.485
H 3.29441 8.55874 -12.81994  0.435
H 2.88308 8.65408 -14.43751  0.558
H 5.65759 8.13960 -13.28412  -0.379
H 5.04813 9.27288 -14.42508  0.344
H 5.24478 7.61925 -14.99142  0.315
C 13.71613 13.55612 -7.50417  -0.869
C 14.61587 12.76481 -6.59465  -0.601
N 14.30114 12.89790 -5.12142  0.099
C 12.89629 12.66218 -4.74458  0.103
C 12.35069 11.26469 -5.03043  -0.774
C 15.24494 12.09397 -4.26376  -0.469
C 16.59987 12.79317 -4.09632  -1.345
H 12.92396 12.88347 -7.83297  0.172
H 14.39797 13.74162 -8.33411  0.414
H 13.25902 14.46585 -7.11489  0.147
H 14.64673 11.74778 -6.98557  0.289
H 15.65377 13.09279 -6.65201  0.508
H 12.83441 12.93515 -3.69112  0.765
H 12.21357 13.38708 -5.18791  -0.737
H 13.02462 10.58687 -5.55432  0.319
H 11.96500 10.76088 -4.14413  0.316
H 11.50826 11.48873 -5.68481  -0.086
H 15.43970 11.08444 -4.62573  0.309
H 14.79652 12.01303 -3.27359  0.482
H 17.17372 12.53986 -4.98775  0.321
H 17.15434 12.58164 -3.18204  0.374
H 16.47589 13.85902 -4.28788  0.350
C 3.43896 18.71375 -13.51791  -1.534
C 3.64374 17.18758 -13.76075  -0.448
N 5.06046 16.76568 -14.18021  0.813
C 5.14831 15.26858 -14.16533  -1.111
C 4.92298 14.63918 -12.72997  0.003
C 5.20593 17.28669 -15.56679  -0.594
C 6.74027 17.58282 -15.72951  -1.280
H 2.36961 18.92419 -13.50065  0.463
H 3.66665 19.36554 -14.36138  0.466
H 4.02252 19.18129 -12.72485  0.244
H 3.28582 16.62583 -12.89795  0.276
H 2.97263 16.91603 -14.57559  0.387
H 4.38455 14.93210 -14.86642  0.485
H 6.16528 14.98021 -14.43128  0.391
H 5.74236 14.93791 -12.07615  -0.189
H 3.96717 14.80887 -12.23428  -0.198
H 5.10670 13.57014 -12.83719  0.262
H 4.71198 18.22778 -15.80860  0.427
H 4.94746 16.44446 -16.20861  0.318
H 7.06752 18.47620 -15.19764  0.218
H 6.90452 17.87767 -16.76594  0.471
H 7.31521 16.67866 -15.52938  0.289
C 6.63414 12.16816 -3.67301  -1.292
C 6.40141 10.70584 -3.27436  -0.655
N 6.52638 9.67013 -4.36169  1.378
C 7.91907 9.72749 -4.77126  0.288
C 7.96868 9.06784 -6.09967  -1.583
C 6.16001 8.34376 -3.88079  -0.906
C 4.64927 8.32896 -3.40668  -1.159
H 5.84366 12.63445 -4.26107  0.362
H 7.56242 12.52138 -4.12205  -0.001
H 6.70102 12.70024 -2.72405  0.481
H 6.94174 10.25810 -2.44028  0.626
H 5.39834 10.77198 -2.85296  0.059
H 8.26977 10.73816 -4.98015  -0.456
H 8.68679 9.14180 -4.26561  0.219
H 7.82302 7.98788 -6.07564  0.598
H 7.08862 9.20501 -6.72799  0.598
H 8.86089 9.20035 -6.71164  -0.076
H 6.91719 8.07912 -3.14272  0.398
H 6.27564 7.65361 -4.71651  0.240
H 4.26537 7.34571 -3.13474  0.400
H 4.01624 8.75628 -4.18435  0.158
H 4.43591 8.87939 -2.49038  0.322
C 11.45947 15.25132 -9.63348  -0.530
C 11.13996 16.67077 -10.04720  0.160
N 11.96092 17.68797 -9.38768  0.860
C 11.37063 18.95650 -9.17587  -0.393
C 11.27251 19.91079 -10.44795  -1.398
C 13.34783 17.69982 -9.87528  -0.586
C 14.33981 18.46618 -8.99072  -1.344
H 12.42255 14.94088 -10.03868  0.685
H 10.72339 14.58364 -10.08124  0.177
H 11.52839 15.14435 -8.55093  -0.535
H 11.21034 16.75257 -11.13185  0.411
H 10.13824 16.66308 -9.61755  -0.806
H 10.38166 18.84382 -8.73166  0.098
H 12.02819 19.49415 -8.49276  0.472
H 12.26084 20.06746 -10.88009  0.352
H 10.68950 19.49269 -11.26855  0.223
H 10.85741 20.86579 -10.12586  0.452
H 13.33473 18.03513 -10.91235  0.447
H 13.72461 16.68089 -9.96421  0.369
H 13.99979 19.49948 -9.05982  0.276
H 15.36767 18.31802 -9.32186  0.431
H 14.16115 18.19021 -7.95148  0.285
C 1.88598 12.89639 -10.96286  -0.415
O 2.33344 13.85464 -9.97202  -0.346
H 0.83624 12.63905 -10.82173  0.393
H 1.90475 13.18213 -12.01457  0.251
H 2.48496 11.99946 -10.80530  0.045
H 1.94483 13.70490 -9.10706  0.225
C 8.02154 17.43464 -11.51666  -0.137
O 6.80137 18.03216 -12.04722  -0.603
H 8.26755 17.93891 -10.58215  0.091
H 7.90056 16.35905 -11.38799  0.038
H 8.78826 17.64334 -12.26278  0.305
H 6.33551 17.53240 -12.72162  0.148
C 8.01581 6.38673 -10.46409  0.767
C 8.76204 5.15194 -10.85959  -0.663
C 7.59177 4.11033 -10.91431  -0.657
O 6.39908 4.83107 -11.03203  -0.478
C 6.70864 6.21205 -11.23332  0.329
H 8.61050 7.29342 -10.57535  -0.287
H 7.78912 6.49212 -9.40315  0.058
H 9.58033 4.92397 -10.17653  0.263
H 9.17978 5.19663 -11.86537  0.290
H 7.52692 3.48697 -10.02250  0.342
H 7.79778 3.42144 -11.73351  0.263
H 5.83347 6.75097 -10.87037  0.002
H 6.74259 6.38827 -12.30844  -0.131
C 3.52151 17.11167 -10.00333  0.649
C 2.59454 17.30922 -8.73616  -0.798
C 3.49717 17.85237 -7.66317  -0.458
O 4.72906 17.20417 -7.98150  -0.453
C 4.88955 16.90607 -9.39356  0.305
H 3.60147 17.99020 -10.64356  -0.179
H 3.22298 16.27944 -10.64080  -0.167
H 2.21781 16.31672 -8.48896  0.147
H 1.72411 17.96294 -8.79177  0.423
H 3.12951 17.48130 -6.70649  0.355
H 3.72632 18.91408 -7.75462  0.280
H 5.22460 15.87007 -9.44389  -0.163
H 5.60906 17.64048 -9.75558  0.001
C 12.17912 8.41939 -8.85517  0.400
C 12.15850 8.71067 -10.34428  -0.078
C 13.25651 7.75285 -11.01670  -0.457
O 13.75634 7.02133 -9.90376  -0.466
C 12.76486 7.00574 -8.78495  -0.451
H 11.23839 8.55082 -8.32052  -0.028
H 12.90093 9.04304 -8.32775  -0.139
H 12.23535 9.76933 -10.59214  0.400
H 11.21744 8.40557 -10.80192  -0.220
H 14.02538 8.29651 -11.56569  0.300
H 12.76005 7.13298 -11.76328  0.261
H 13.09628 6.75816 -7.77651  0.391
H 12.01712 6.24550 -9.01081  0.124
C 7.80582 9.56005 -16.12431  -0.357
C 8.32975 9.65920 -14.66131  0.277
C 9.73836 10.29095 -14.76203  -0.184
O 10.03226 10.22905 -16.14831  -0.535
C 9.03976 9.38779 -16.86934  -0.653
H 7.32749 10.51695 -16.33322  0.233
H 7.14736 8.72341 -16.35790  0.196
H 8.30561 8.69212 -14.15903  -0.005
H 7.69732 10.33712 -14.08811  -0.104
H 10.42378 9.73970 -14.11827  0.236
H 9.62389 11.33376 -14.46613  0.240
H 9.36753 8.35306 -16.76936  0.292
H 8.93133 9.63981 -17.92426  0.398

Its net charge is -2. The value obtained for the LUMO energy is 3.172 eV. Its largest force on an atom is 4.615 eV Å⁻¹. As for the spin multiplicity: 1. Its total energy is -3460.58162 a.u. As for the HOMO energy: -1.13 eV.